Model 1:
The following is a DFT calculation (ωB97M-V with the def2-TZVPD basis set) of a 2-piece molecular cluster, C2H8BNO overall.

## Properties
HOMO-LUMO gap (spin up / spin down): 9.315 / 6.683 eV
M: 72.90 u

Each atom is followed by the atoms it is bonded to, with distances in Å.
Geometry (Å):
1 B -0.00610 -0.22771 1.52420  C2 1.570, O5 1.290
2 C 0.28272 1.29097 1.79588  B1 1.570, H6 1.088, H7 1.092, H8 1.086
3 C 0.08284 -0.33708 -2.53986  N4 1.417, H9 1.104, H10 1.093, H11 1.105
4 N 0.59903 -1.27000 -1.60593  C3 1.417, H12 1.021
5 O -0.66257 -1.15919 2.12943  B1 1.290, H13 0.967
6 H 1.30302 1.42270 2.14905  C2 1.088
7 H -0.38985 1.69900 2.55356  C2 1.092
8 H 0.18658 1.89971 0.90126  C2 1.086
9 H -0.91412 0.06258 -2.28537  C3 1.104
10 H 0.78430 0.49650 -2.62756  C3 1.093
11 H -0.01973 -0.79593 -3.53989  C3 1.105
12 H -0.10131 -1.98948 -1.41927  N4 1.021
13 H -1.14479 -1.09208 2.96451  O5 0.967

=====

Model 2:
The following is a DFT calculation (ωB97M-V with the def2-TZVPD basis set) of a 2-piece molecular cluster, C2H8BNO overall.

## Properties
HOMO-LUMO gap: 9.508 eV
M: 72.90 u

Each atom is followed by the atoms it is bonded to, with distances in Å.
Geometry (Å):
1 B 1.01053 0.20690 -0.19177  C3 1.511, N4 1.317
2 C -1.54353 -0.39867 0.01317  C3 1.528, H6 1.024, H7 1.145, H8 1.049
3 C -0.08000 -0.83169 -0.06732  B1 1.511, C2 1.528, H9 1.153, H10 1.048
4 N 0.99750 1.52312 -0.24740  B1 1.317, H11 0.978, H12 1.030
5 O 2.80703 -0.83340 0.14821  H13 0.997
6 H -1.61197 0.42540 -0.59136  C2 1.024
7 H -2.39704 -1.11974 -0.23684  C2 1.145
8 H -1.70455 -0.00290 0.97078  C2 1.049
9 H 0.04521 -1.67712 0.70732  C3 1.153
10 H 0.13124 -1.18116 -1.03245  C3 1.048
11 H 0.11605 1.93303 -0.14035  N4 0.978
12 H 1.72968 2.19303 -0.52363  N4 1.030
13 H 3.57240 -0.19642 0.10205  O5 0.997

=====

Stability summary: most stable model 2, least stable model 1.

=====

Model 1:
The following is a DFT calculation (ωB97M-V with the def2-TZVPD basis set) of C4H4N2OS in the gas phase.

## Properties
HOMO-LUMO gap: 9.803 eV
M: 128.16 u
structure (SMILES): N#CC1=NOC[C@@H]1S

Each atom is followed by the atoms it is bonded to, with distances in Å.
Geometry (Å):
1 N -2.07283 -2.58383 -0.73074  C2 1.152
2 C -1.56651 -1.57328 -0.50641  N1 1.152, C3 1.420
3 C -0.93394 -0.35081 -0.15774  C2 1.420, N4 1.284, C7 1.510
4 N -1.48476 0.80919 -0.13393  C3 1.284, O5 1.375
5 O -0.54208 1.74028 0.23373  N4 1.375, C6 1.442
6 C 0.59911 1.08168 0.81957  O5 1.442, C7 1.509, H9 1.094, H10 1.113
7 C 0.52311 -0.30766 0.23606  C3 1.510, C6 1.509, S8 1.793, H11 1.086
8 S 1.67648 -0.57389 -1.11064  C7 1.793, H12 1.349
9 H 0.53992 1.05575 1.91124  C6 1.094
10 H 1.50093 1.67315 0.54463  C6 1.113
11 H 0.76391 -1.11098 0.92606  C7 1.086
12 H 0.99666 0.14041 -2.03184  S8 1.349

=====

Model 2:
The following is a DFT calculation (ωB97M-V with the def2-TZVPD basis set) of C4H4N2OS in the gas phase.

## Properties
HOMO-LUMO gap: 8.681 eV
M: 128.16 u
structure (SMILES): Oc1cnc(S)cn1

Each atom is followed by the atoms it is bonded to, with distances in Å.
Geometry (Å):
1 O 2.64870 0.04025 0.14052  C2 1.319, H9 1.173
2 C 1.35081 0.26813 0.20085  O1 1.319, C3 1.462, N8 1.260
3 C 0.60325 -0.93720 -0.15201  C2 1.462, N4 1.260, H10 1.192
4 N -0.64386 -0.97703 0.02506  C3 1.260, C5 1.335
5 C -1.20025 0.23540 0.06948  N4 1.335, S6 1.813, C7 1.380
6 S -3.00738 0.14389 0.17462  C5 1.813, H11 1.497
7 C -0.53100 1.42176 -0.15106  C5 1.380, N8 1.401, H12 1.150
8 N 0.85943 1.41417 0.02106  C2 1.260, C7 1.401
9 H 2.93141 -0.91040 0.76617  O1 1.173
10 H 1.10261 -1.95955 -0.50836  C3 1.192
11 H -3.21898 -1.24715 -0.33640  S6 1.497
12 H -0.89473 2.50773 -0.24991  C7 1.150

=====

Stability summary: most stable model 1, least stable model 2.

=====

Model 1:
The following is a DFT calculation (ωB97M-V with the def2-TZVPD basis set) of H4N2O3Si in the gas phase.

## Properties
HOMO-LUMO gap: 10.633 eV
M: 108.13 u
structure (SMILES): N[Si@H](O)[N+](=O)[O-]

Each atom is followed by the atoms it is bonded to, with distances in Å.
Geometry (Å):
1 N 0.77842 1.12531 0.74685  Si2 1.625, H7 1.055, H8 1.011
2 Si 0.60979 -0.06734 -0.34388  N1 1.625, O3 1.701, N4 1.859, H9 1.430
3 O -0.09812 0.05251 -1.88581  Si2 1.701, H10 1.032
4 N -0.85493 -0.90666 0.43415  Si2 1.859, O5 1.246, O6 1.220
5 O -0.68952 -1.19662 1.63460  N4 1.246
6 O -1.81271 -1.26192 -0.23221  N4 1.220
7 H 1.47280 1.91920 0.78185  N1 1.055
8 H -0.04033 1.26363 1.32433  N1 1.011
9 H 1.75538 -0.91628 -0.45201  Si2 1.430
10 H -1.12079 -0.01181 -2.00786  O3 1.032

=====

Model 2:
The following is a DFT calculation (ωB97M-V with the def2-TZVPD basis set) of a 2-piece molecular cluster, H4N2O3Si overall.

## Properties
HOMO-LUMO gap: 10.697 eV
M: 108.13 u
structure (SMILES): N[SiH]=O.O=NO

Each atom is followed by the atoms it is bonded to, with distances in Å.
Geometry (Å):
1 N -0.53710 -0.11142 1.23230  Si2 1.669, H4 1.090, H5 0.958
2 Si 0.13385 0.31328 -0.23553  N1 1.669, O3 1.499, H6 1.349
3 O -0.68580 0.15802 -1.48076  Si2 1.499
4 H -0.05189 0.06915 2.19151  N1 1.090
5 H -1.30514 -0.64186 1.44734  N1 0.958
6 H 1.40386 0.65395 0.06612  Si2 1.349
7 O -4.15526 0.30229 1.35969  N8 1.206
8 N -3.81826 -0.18776 0.31026  O7 1.206, O9 1.376
9 O -3.35925 0.75528 -0.58043  N8 1.376, H10 0.894
10 H -3.09546 0.34778 -1.33099  O9 0.894

=====

Stability summary: most stable model 1, least stable model 2.